C4H12 | wB97M-V/def2-TZVPD

Summary:
**Charge**: 0
**Max |F|**: 3.31 eV/Å
**ΔE to the lowest compared entry with this formula, charge and spin**: 17.19 kcal per mole
**Kohn-Sham gap**: 0.4579 hartree

Each line ends with the Mulliken charge.
Cartesian coordinates (Å):
C  0.71069  -1.40260  0.74122  -0.47
C  -0.35061  -1.74230  1.88100  -0.83
H  1.15383  -2.28100  0.27755  0.34
H  0.41957  -0.56624  0.10582  -0.15
H  1.49717  -1.02072  1.42201  0.26
H  -0.19317  -1.21892  2.81126  0.31
H  -0.28503  -2.82489  1.96661  0.27
H  -1.33049  -1.58484  1.40399  0.24
C  0.05279  2.15948  -0.88592  -0.84
C  -0.48783  0.98415  -1.72387  -0.70
H  1.14120  2.28540  -0.95085  0.27
H  -0.39252  3.03005  -1.37090  0.31
H  -0.19632  2.13331  0.18634  0.26
H  -0.52168  0.04851  -1.17913  0.19
H  0.25393  0.83763  -2.52118  0.22
H  -1.47155  1.16299  -2.16394  0.31

***

C4H11O2S | wB97M-V/def2-TZVPD

Summary:
**Charge**: -1
**Max |F|**: 2.08 eV/Å
**ΔE to the lowest compared entry with this formula, charge and spin**: 0.56 kcal per mole
**Kohn-Sham gap**: 0.2451 hartree

Each line ends with the Mulliken charge.
Cartesian coordinates (Å):
C  -0.29795  -1.18223  -1.23824  -0.49
O  -1.43962  -0.76017  -2.01546  -0.59
C  -0.41372  -0.57472  0.13764  -0.15
C  0.84171  -0.77944  1.00038  -0.69
C  1.00467  0.35002  1.98198  -0.80
S  1.24217  1.97393  1.17351  -0.63
H  0.52439  -0.78872  -1.84097  0.29
H  -0.30100  -2.26937  -1.15635  0.30
H  -0.48106  0.50267  0.10389  0.03
H  -1.21768  -1.00216  0.74118  0.16
H  0.84819  -1.80256  1.39764  0.41
H  1.73696  -0.66123  0.37645  0.26
H  1.78061  0.22638  2.74815  0.33
H  0.17058  0.43002  2.70504  0.26
H  -1.50122  2.34186  -1.05636  0.36
H  -0.15074  1.88752  -1.19142  0.31
H  -1.37298  0.20519  -2.12389  0.41
O  -0.97329  1.90302  -1.74317  -0.77

***

C9H46O14 | wB97M-V/def2-TZVPD

Summary:
**Charge**: 0
**Max |F|**: 2.23 eV/Å
**ΔE to the lowest compared entry with this formula, charge and spin**: 0.00 kcal per mole
**Kohn-Sham gap**: 0.3640 hartree

Each line ends with the Mulliken charge.
Cartesian coordinates (Å):
C  0.66317  -0.13903  0.03498  0.13
O  1.20286  1.16877  -0.00835  -0.18
H  0.35608  -0.50004  -0.95084  0.19
H  1.42741  -0.81344  0.43688  0.27
H  -0.17960  -0.23277  0.73725  -0.17
H  0.79810  1.64914  -0.78245  0.13
C  -0.25640  -2.47164  -4.59751  -0.63
C  -1.63424  -2.42727  -5.15444  -0.42
O  -1.78018  -1.15290  -5.81684  -0.57
H  -0.09366  -1.66279  -3.88476  0.04
H  0.45451  -2.49432  -5.40866  0.29
H  -0.13884  -3.34615  -3.94814  0.33
H  -2.40208  -2.54277  -4.37241  0.27
H  -1.77584  -3.23295  -5.88272  0.39
H  -2.58986  -1.14816  -6.33997  0.28
C  -3.81501  2.24026  -1.14670  -1.40
C  -2.60228  2.27405  -0.32938  0.32
O  -2.87189  1.87121  1.03480  -0.70
H  -3.63819  2.62808  -2.14575  0.34
H  -4.62236  2.80998  -0.66489  0.39
H  -4.26225  1.23628  -1.20310  0.31
H  -2.25914  3.32648  -0.33966  0.34
H  -1.79935  1.65176  -0.74338  -0.05
H  -1.99633  1.88282  1.50425  0.48
C  2.18521  -0.15128  3.84262  -0.26
C  3.57353  -0.77588  3.58361  -0.53
O  4.57346  0.21481  3.59040  -0.53
H  2.18170  0.48177  4.72830  0.38
H  1.46349  -0.96017  4.02378  -0.13
H  1.80587  0.40736  2.98298  -0.10
H  3.55566  -1.31809  2.62689  0.27
H  3.76814  -1.52367  4.36355  0.45
H  5.41061  -0.22909  3.76575  0.30
C  -1.52747  -2.98009  3.57489  -1.08
C  -1.09556  -1.54821  3.86026  0.25
O  -1.32639  -0.71801  2.70362  -0.37
H  -2.60783  -3.04629  3.48213  0.32
H  -1.24269  -3.62520  4.42264  0.44
H  -1.00735  -3.39519  2.71477  0.01
H  -0.04779  -1.51029  4.19112  0.03
H  -1.67329  -1.15371  4.71115  0.28
H  -0.60986  -0.07428  2.58557  0.09
O  -1.65815  0.50975  -3.46211  -0.63
H  -2.01883  -0.13595  -2.83156  0.24
H  -1.65914  0.04775  -4.35535  0.32
O  3.13304  4.19854  -0.11562  -0.69
H  2.62025  4.60175  0.59476  0.28
H  3.35223  3.28648  0.23727  0.38
O  2.83201  3.22189  -2.74341  -0.68
H  2.91532  3.65476  -1.83778  0.39
H  1.91810  2.85860  -2.75721  0.40
O  -0.36350  1.96549  2.35609  -0.59
H  -0.37574  2.35312  3.24920  0.26
H  0.48913  2.23173  1.95640  0.22
O  3.71437  1.71358  1.27586  -0.77
H  2.89745  1.32442  0.85056  0.44
H  3.67388  1.38673  2.20729  0.31
O  2.33288  -3.07095  -2.73690  -0.60
H  3.28326  -3.06660  -2.54845  0.29
H  1.88752  -3.06432  -1.86170  0.31
O  -3.01841  -0.91165  0.45881  -0.80
H  -3.16332  0.08165  0.58494  0.51
H  -2.35331  -1.11274  1.18744  0.30
O  0.08638  2.49359  -2.26867  -0.71
H  -0.27081  3.34461  -2.57137  0.34
H  -0.54816  1.81004  -2.62112  0.30
O  -0.75574  -2.66187  0.82315  -0.66
H  -1.14187  -3.55092  0.90677  0.39
H  -1.37294  -2.17858  0.24044  0.24

***

C31H51AsFN4O6SSi3Sn | wB97M-V/def2-TZVPD

Summary:
**Charge**: +1
**Max |F|**: 3.87 eV/Å
**ΔE to the lowest compared entry with this formula, charge and spin**: 0.00 kcal per mole
**Kohn-Sham gap**: 0.2517 hartree

Each line ends with the Mulliken charge.
Cartesian coordinates (Å):
Sn  -3.87349  -0.82045  0.04219  1.04
C  1.67103  -5.87843  0.98108  -0.56
C  1.39327  -4.94304  2.18866  -1.23
N  0.53886  -3.75634  1.80472  0.32
C  -0.74741  -3.81950  1.97149  -0.30
C  -1.68666  -2.86691  1.51598  0.00
C  -3.20374  -3.29227  1.67822  0.46
O  -3.45572  -4.38318  2.13866  -0.65
O  -4.10553  -2.46030  1.25500  -0.66
C  -1.22102  -1.64161  1.10109  0.85
O  -1.92530  -0.67640  0.66878  -1.08
C  0.20186  -1.43526  1.07805  0.47
C  0.71150  -0.24321  0.62677  -0.05
C  2.04932  -0.12428  0.52774  0.45
F  2.61861  1.08666  0.28580  -0.56
C  2.93399  -1.16812  0.68547  -0.32
C  2.45232  -2.43094  1.09035  -0.36
C  1.04680  -2.54271  1.33442  -0.02
N  4.32451  -1.08943  0.54605  0.17
C  5.24764  -2.08032  0.99922  -1.34
C  5.54514  -3.04463  -0.17744  -0.28
N  5.74428  -2.11318  -1.36931  0.15
C  6.22963  -0.70738  -0.94312  -0.72
C  5.10706  -0.03298  -0.13763  -0.65
H  2.22652  -6.72473  1.34431  0.48
H  2.12164  -5.25941  0.21087  0.00
H  0.71166  -6.20396  0.54445  0.30
H  2.27449  -4.51167  2.61186  0.55
H  0.78283  -5.38457  2.97155  0.58
H  -1.06715  -4.75625  2.42430  0.50
H  0.09490  0.64203  0.46043  0.31
H  3.02989  -3.31165  1.17724  0.36
H  4.84668  -2.55310  1.82241  0.63
H  6.06074  -1.57364  1.49838  0.44
H  4.69242  -3.70508  -0.35317  -0.01
H  6.47795  -3.55853  -0.09591  0.55
H  4.79199  -2.01724  -1.76080  0.10
H  6.39370  -2.53294  -2.10266  0.42
H  6.54615  -0.10847  -1.81011  0.37
H  7.13754  -0.93848  -0.38077  0.42
H  4.50584  0.50140  -0.79417  0.51
H  5.56866  0.64707  0.61155  0.36
C  0.48952  2.93595  2.03416  -0.64
Si  -1.20129  3.79206  2.06140  0.00
C  -2.17236  3.30987  3.65343  -0.91
C  -1.20924  5.66455  1.85662  -0.97
As  -2.41458  2.85303  0.24781  0.20
Si  -1.26775  3.45736  -1.74409  0.19
C  -0.32740  5.03815  -1.44983  -1.28
C  -2.49766  3.66826  -3.22341  -1.02
C  -0.01237  2.05997  -2.09710  -0.11
Si  -4.50919  3.92280  0.30593  0.28
C  -5.67350  2.63802  -0.36286  -0.90
C  -4.53896  5.44923  -0.79735  -1.02
C  -4.92344  4.41780  2.04772  -1.10
H  1.00447  3.19595  2.98249  0.51
H  1.15380  3.07373  1.17292  0.24
H  0.29380  1.86130  2.11015  -0.01
H  -1.62970  3.64414  4.56949  0.39
H  -2.30158  2.22268  3.64067  0.21
H  -3.13783  3.80138  3.62909  0.15
H  -0.67073  6.03318  1.01934  0.37
H  -0.62639  6.11439  2.69438  0.40
H  -2.20534  6.07844  1.95362  0.21
H  -1.00192  5.86415  -1.43378  0.34
H  0.32052  5.37011  -2.27339  0.49
H  0.27494  5.02567  -0.56097  0.33
H  -3.21531  4.47543  -3.05935  0.22
H  -3.12107  2.77284  -3.18912  0.27
H  -2.04123  3.74877  -4.21676  0.40
H  0.81000  2.09490  -1.33103  0.00
H  0.44366  2.38976  -3.01504  0.59
H  -0.32890  1.02514  -2.12579  -0.50
H  -5.35688  2.37530  -1.37651  0.24
H  -6.70219  3.09777  -0.50017  0.34
H  -5.81689  1.74073  0.24632  0.16
H  -4.83911  5.21361  -1.82144  0.30
H  -3.51512  5.83273  -0.83054  0.19
H  -5.11127  6.22346  -0.31552  0.45
H  -4.85498  3.76759  2.91935  0.41
H  -5.92797  4.89131  2.07573  0.39
H  -4.18887  5.24440  2.20240  0.25
N  -3.15494  -2.71366  -1.46415  -0.41
C  -1.73733  -2.89634  -1.68424  0.32
C  -0.95974  -1.90938  -2.25647  -0.35
C  0.39463  -2.10214  -2.53258  -0.73
C  0.93577  -3.32594  -2.26789  0.12
C  0.17978  -4.37514  -1.78388  -0.96
C  -1.14909  -4.17367  -1.53657  -1.04
S  2.68358  -3.58600  -2.62225  1.51
O  3.15853  -4.60269  -1.69368  -0.84
O  2.76996  -3.91525  -4.03614  -0.77
O  3.26713  -2.23625  -2.32450  -0.92
H  -3.72416  -2.74110  -2.31038  0.28
H  -3.43713  -3.44449  -0.85310  0.30
H  -1.26107  -0.94567  -2.60951  0.54
H  0.92909  -1.25160  -2.92921  0.55
H  0.58564  -5.37374  -1.80135  0.80
H  -1.72376  -4.97945  -1.26506  0.54